Record 1
Formula: C10H14BN7O2Zn
Source: the OMol25 dataset
Level of theory: wB97M-V/def2-TZVPD

Geometry (Å):
H -0.271 2.695 1.053
N -0.273 1.669 -0.787
B 0.536 0.640 -3.052
N 0.274 1.829 -2.040
C 0.871 3.022 -2.037
Zn -1.034 -0.706 -0.378
H 1.307 3.393 -2.936
C 0.656 3.639 -0.814
H 0.845 4.669 -0.557
C 0.041 2.716 -0.001
H 0.970 0.998 -4.113
C -1.271 -2.481 0.280
H -1.383 -2.495 1.367
H -0.238 -2.789 0.032
H -1.962 -3.061 -0.296
N -0.854 -0.028 -3.165
N 1.506 -0.434 -2.466
N -1.593 -0.455 -2.059
N 1.119 -0.990 -1.265
C -1.599 -0.105 -4.278
C 2.736 -0.895 -2.832
H -1.184 0.240 -5.215
H 3.227 -0.627 -3.744
C -2.834 -0.676 -3.929
C 3.148 -1.807 -1.844
C -2.782 -0.917 -2.551
C 2.094 -1.818 -0.895
H -3.643 -0.890 -4.602
H 4.041 -2.389 -1.821
H -3.505 -1.393 -1.912
H 2.052 -2.406 0.015
H -1.181 1.208 -0.773
O 0.540 0.168 3.422
N 0.018 -0.320 2.432
O 0.431 -0.002 1.272

HOMO = -6.99 eV
Energy relative to the best compared isomer or geometry (same formula, charge and spin) = 3.2754 eV
F_max = 5.6 eV Å⁻¹
HOMO-LUMO gap = 6.5 eV
E_tot = -2727.291969 Ha

Need the natural (NBO) charges? In units of e they are: 0.278, -0.327, 0.552, -0.275, 0.080, 1.542, 0.241, -0.333, 0.252, 0.085, -0.021, -1.320, 0.236, 0.206, 0.192, -0.318, -0.363, -0.561, -0.384, 0.033, -0.018, 0.235, 0.218, -0.346, -0.348, 0.015, -0.003, 0.240, 0.230, 0.242, 0.232, 0.412, -0.467, 0.260, -0.698



Record 2
Formula: C28H22Cl5N3O4S2W
Source: the OMol25 dataset
Level of theory: wB97M-V/def2-TZVPD

Geometry (Å):
W -0.062 0.018 0.016
C 6.916 0.594 0.582
C 6.473 -0.437 1.586
C 7.405 -1.056 2.409
C 7.018 -2.007 3.342
C 5.679 -2.354 3.446
C 4.739 -1.751 2.628
C 5.122 -0.787 1.697
N 4.199 -0.114 0.873
C 2.819 -0.043 1.007
N 2.401 0.061 2.297
C 1.095 0.144 2.876
C -0.059 0.024 2.116
C -1.309 0.060 2.715
C -1.417 0.199 4.091
C -0.258 0.294 4.858
C 1.002 0.258 4.269
C 2.234 0.339 5.142
N 2.051 0.010 -0.029
C 2.583 -0.058 -1.345
C 2.634 -1.294 -1.992
C 3.152 -1.390 -3.273
C 3.617 -0.252 -3.920
C 3.549 0.979 -3.284
C 3.019 1.094 -2.001
C 2.947 2.431 -1.312
H 7.974 0.827 0.701
H 6.356 1.523 0.707
H 6.769 0.231 -0.439
H 8.453 -0.791 2.326
H 7.757 -2.479 3.978
H 5.364 -3.105 4.160
H 3.705 -2.062 2.700
H 4.506 -0.068 -0.090
H 3.146 0.315 2.924
H -2.176 -0.023 2.067
H -2.393 0.227 4.569
H -0.342 0.391 5.937
H 1.966 0.401 6.197
H 2.829 1.229 4.904
H 2.862 -0.549 5.017
H 2.259 -2.175 -1.481
H 3.183 -2.353 -3.767
H 4.019 -0.322 -4.925
H 3.902 1.865 -3.799
H 3.075 3.244 -2.028
H 3.733 2.520 -0.555
H 1.975 2.562 -0.830
Cl -0.266 0.009 -2.502
C -2.021 0.015 -1.557
C -2.277 0.019 -0.205
C -3.600 0.020 0.235
Cl -4.010 0.022 1.959
C -4.642 0.016 -0.685
Cl -6.290 0.017 -0.135
C -4.367 0.013 -2.043
Cl -5.673 0.010 -3.186
C -3.053 0.012 -2.489
Cl -2.747 0.007 -4.206
O -0.054 1.749 -0.003
O 1.444 -4.767 -0.568
S 0.124 -4.543 0.009
O 0.012 -4.906 1.409
O -0.978 -4.988 -0.823
S -0.051 -2.427 0.014

HOMO (alpha / beta) = -0.81 / -0.81 eV
Total charge = -2
Energy relative to the best compared isomer or geometry (same formula, charge and spin) = 3.3835 eV
F_max = 2.5 eV Å⁻¹
HOMO-LUMO gap (alpha / beta) = 4.7 / 4.7 eV
E_tot = -4709.884491 Ha

Need the natural (NBO) charges? In units of e they are: 1.039, -0.632, -0.075, -0.199, -0.242, -0.204, -0.251, 0.232, -0.651, 0.680, -0.604, 0.192, -0.316, -0.122, -0.259, -0.231, -0.085, -0.636, -0.589, 0.215, -0.237, -0.206, -0.238, -0.219, -0.062, -0.650, 0.208, 0.225, 0.218, 0.196, 0.200, 0.214, 0.251, 0.415, 0.397, 0.187, 0.188, 0.181, 0.210, 0.194, 0.207, 0.282, 0.212, 0.194, 0.193, 0.199, 0.197, 0.276, -0.141, 0.077, -0.307, 0.051, -0.014, -0.111, 0.000, -0.105, 0.003, -0.077, -0.003, -0.742, -1.026, 2.344, -1.006, -1.004, -0.633



Record 3
Formula: C2H4NP
Source: the OMol25 dataset
Level of theory: wB97M-V/def2-TZVPD

Geometry (Å):
C -1.317 -0.269 0.354
C 1.043 0.818 1.013
N 1.078 -0.329 -1.342
P 0.276 -0.561 -0.082
H -2.188 -0.120 -0.245
H -1.493 -0.534 1.367
H 0.493 1.422 0.317
H 2.108 -0.427 -1.382

HOMO (alpha / beta) = -9.03 / -9.03 eV
Energy relative to the best compared isomer or geometry (same formula, charge and spin) = 6.0675 eV
F_max = 3.5 eV Å⁻¹
HOMO-LUMO gap (alpha / beta) = 7.9 / 7.9 eV
E_tot = -474.450716 Ha

Need the natural (NBO) charges? In units of e they are: -0.927, -0.298, -1.186, 1.424, 0.242, 0.245, 0.079, 0.420



Record 4
Formula: C20H22N4O6S
Source: the OMol25 dataset
Level of theory: wB97M-V/def2-TZVPD

Geometry (Å):
C -5.881 3.024 4.615
H -6.908 3.029 4.977
O -5.896 2.253 3.438
C -4.723 2.081 2.764
C -3.497 2.605 3.141
C -2.373 2.358 2.367
C -2.452 1.594 1.218
C -3.700 1.061 0.831
C -4.816 1.307 1.603
H -5.787 0.920 1.344
O -3.695 0.319 -0.320
C -4.910 -0.240 -0.760
H -5.650 0.536 -0.979
H -4.669 -0.780 -1.674
H -5.320 -0.937 -0.023
N -1.360 1.307 0.389
C -0.079 1.734 0.495
O 0.345 2.452 1.377
C 0.829 1.192 -0.605
C 1.700 0.079 -0.001
N 2.639 -0.437 -0.970
S 2.005 -1.523 -2.065
O 2.298 -1.155 -3.417
O 0.645 -1.829 -1.720
C 2.981 -2.976 -1.665
C 2.390 -4.110 -1.197
C 3.130 -5.279 -0.881
C 4.483 -5.339 -1.031
C 5.130 -4.181 -1.509
N 6.399 -3.913 -1.749
O 6.439 -2.661 -2.180
N 5.244 -2.080 -2.238
C 4.377 -2.986 -1.829
H 5.059 -6.220 -0.801
H 2.590 -6.140 -0.517
H 1.318 -4.104 -1.074
C 3.522 0.573 -1.521
C 2.734 1.720 -2.150
C 1.741 2.297 -1.145
H 1.135 3.074 -1.618
H 2.269 2.751 -0.304
H 3.425 2.495 -2.485
H 2.201 1.332 -3.020
H 4.150 0.078 -2.262
H 4.151 0.939 -0.703
H 1.079 -0.754 0.328
H 2.261 0.472 0.851
H 0.246 0.757 -1.422
H -1.599 0.694 -0.380
H -1.419 2.766 2.656
H -3.392 3.207 4.028
H -5.230 2.582 5.377
H -5.562 4.052 4.417

HOMO = -7.82 eV
Structure (SMILES) = COc1ccc(NC(=O)[C@H]2CCCN(S(=O)(=O)c3cccc4nonc34)C2)c(OC)c1
Energy relative to the best compared isomer or geometry (same formula, charge and spin) = 4.3741 eV
F_max = 1.8 eV Å⁻¹
HOMO-LUMO gap = 6.8 eV
E_tot = -1843.887023 Ha

Need the natural (NBO) charges? In units of e they are: -0.251, 0.199, -0.495, 0.309, -0.324, -0.213, 0.138, 0.287, -0.336, 0.229, -0.513, -0.249, 0.180, 0.203, 0.180, -0.618, 0.691, -0.627, -0.316, -0.220, -0.679, 2.328, -0.919, -0.947, -0.313, -0.150, -0.200, -0.201, 0.126, -0.076, -0.082, -0.073, 0.039, 0.235, 0.228, 0.249, -0.233, -0.421, -0.398, 0.216, 0.219, 0.217, 0.217, 0.248, 0.202, 0.231, 0.219, 0.212, 0.422, 0.257, 0.220, 0.176, 0.177



Record 5
Formula: C5H10O
Source: the OMol25 dataset
Level of theory: wB97M-V/def2-TZVPD

Geometry (Å):
C 1.579 0.565 -0.491
C 0.488 -0.354 -0.101
O 0.861 -1.518 0.492
C -0.648 -0.485 -1.085
C -1.297 0.289 0.104
C -0.295 0.547 1.430
H 1.155 1.519 -0.821
H 2.166 0.125 -1.302
H 2.158 0.727 0.410
H 0.181 -2.191 0.357
H -0.552 0.036 -2.058
H -1.069 -1.488 -1.288
H -2.119 -0.260 0.502
H -1.448 1.309 -0.222
H -0.460 -0.246 2.171
H -0.844 1.434 1.826

HOMO = -7.36 eV
Energy relative to the best compared isomer or geometry (same formula, charge and spin) = 4.7412 eV
F_max = 3.3 eV Å⁻¹
HOMO-LUMO gap = 8.1 eV
E_tot = -271.578380 Ha

Need the natural (NBO) charges? In units of e they are: -0.645, 0.493, -0.676, -0.521, -0.390, -0.660, 0.222, 0.205, 0.243, 0.479, 0.225, 0.211, 0.211, 0.219, 0.174, 0.211



Record 6
Formula: C3H8ClN5OP
Source: the OMol25 dataset
Level of theory: wB97M-V/def2-TZVPD

Geometry (Å):
C 3.091 -0.052 -0.410
C 2.185 -0.846 0.531
O 1.134 -1.635 -0.197
C -0.037 -1.313 0.211
N -0.770 -1.842 1.167
N -1.874 -1.143 1.205
N -1.858 -0.236 0.325
P -3.079 1.045 -0.055
N -2.363 2.412 0.130
N -0.697 -0.300 -0.365
Cl -0.170 0.632 -1.640
H 2.685 0.077 -1.407
H 3.255 0.936 0.011
H 4.037 -0.574 -0.513
H 1.683 -0.162 1.210
H 2.764 -1.578 1.076
H -3.562 0.839 -1.366
H -4.105 0.922 0.899
H -2.394 2.908 -0.759

HOMO = -13.97 eV
Structure (SMILES) = CCOc1nnn([PH2]=N)[n+]1Cl
Total charge = +1
F_max = 3.1 eV Å⁻¹
HOMO-LUMO gap = 9.1 eV
E_tot = -1269.239546 Ha

Need the natural (NBO) charges? In units of e they are: -0.651, -0.065, -0.463, 0.673, -0.227, 0.095, -0.210, 1.369, -1.212, -0.220, 0.351, 0.230, 0.238, 0.240, 0.188, 0.228, 0.010, 0.033, 0.394